Entry from the OMol25 dataset: a cluster of 3 separate species, C4H13NO2 in total in a non-equilibrium geometry (ωB97M-V with the def2-TZVPD basis set).

Computed properties:
**Multiplicity**: 1
**ΔE to the lowest compared entry with this formula, charge and spin**: 259.1 kJ/mol
**Lowest unoccupied orbital energy**: 0.9 eV
**SMILES string**: C/C=C/NC.O.O
**Kohn-Sham gap**: 0.3155 Eh

CARTESIAN COORDINATES (ANGSTROEM)
C 0.95878 1.22106 -1.10575
C 0.18022 0.55764 -0.01222
C 0.71404 0.07759 1.14449
N 0.33456 0.23492 2.46135
C 1.27147 0.82135 3.39681
H 1.80265 1.82701 -0.77550
H 1.14062 0.56578 -1.95725
H 0.45905 2.14317 -1.46299
H -0.90372 0.63381 -0.00132
H 1.70527 -0.35359 0.95145
H -0.60911 0.12913 2.74945
H 2.10897 1.29371 2.89734
H 0.75942 1.63325 3.92727
H 1.47644 0.12769 4.22356
O -2.75563 0.36254 -3.93465
H -3.56192 0.24718 -4.45574
H -3.00099 0.66424 -3.06839
O -0.12911 -2.89478 -0.98206
H 0.23097 -2.17602 -0.47572
H 0.43427 -3.67443 -0.88565

---

Entry from the OMol25 dataset: a structure of composition C14H28N6O6Y in a non-equilibrium geometry (ωB97M-V with the def2-TZVPD basis set).

Computed properties:
**Multiplicity**: 1
**ΔE to the lowest compared entry with this formula, charge and spin**: 0.0 kJ/mol
**Lowest unoccupied orbital energy (spin up / spin down)**: -4.5 / -4.5 eV
**Charge**: +1
**Kohn-Sham gap (spin up / spin down)**: 0.1981 / 0.1983 Eh

CARTESIAN COORDINATES (ANGSTROEM)
O -0.82795 3.39005 -1.82436
H -1.53367 4.00689 -1.57368
Y -0.15580 0.75114 0.08981
N -1.42439 -1.18329 0.65747
N -1.88859 1.13461 1.60449
N 1.38694 -0.61319 -0.93257
N 1.53620 2.08027 -0.75591
O -0.94333 -2.33602 0.20971
O 1.28619 -1.97264 -0.84534
O 1.63370 3.47741 -0.87617
O -1.86396 2.32882 2.07400
C -2.55856 0.14110 2.22366
C -2.24940 -1.17870 1.74144
C 2.59032 -0.04825 -1.12752
C 2.64386 1.41121 -1.09106
C -2.72009 -2.41624 2.43172
H -1.95883 -2.80521 3.13177
H -2.95453 -3.20060 1.69922
H -3.62198 -2.17923 3.00910
C -3.48089 0.48921 3.33822
H -4.21635 1.22405 2.97174
H -2.92408 0.95673 4.16781
H -4.02153 -0.38154 3.72320
C 3.84397 -0.79257 -1.36033
C 3.89387 2.16341 -1.41310
H 3.65137 -1.85914 -1.35303
H 4.55690 -0.54571 -0.57324
H 4.27956 -0.49536 -2.31492
H 3.74534 3.22524 -1.18620
H 4.13395 2.05456 -2.48187
H 4.74878 1.76884 -0.84663
H 0.32612 -2.12258 -0.39225
H 0.72185 3.71140 -1.20893
C -1.29480 1.97846 -1.67752
H -1.76652 1.84761 -0.67374
H -0.41962 1.33872 -1.96147
H -2.08327 1.77396 -2.41494
O -1.72300 -2.12083 -2.88966
H -0.85262 -1.95334 -3.30948
H -1.48011 -2.19859 -1.92048
C 1.44459 3.06063 4.60224
C 1.37535 1.82457 3.81868
C 1.82829 0.51111 4.02738
C 1.45705 -0.21872 2.89612
N 0.82784 0.60280 2.03588
N 0.78337 1.84430 2.62619
C 1.64274 -1.64802 2.57512
H 0.80314 2.98059 5.48945
H 2.47774 3.22586 4.92809
H 1.11959 3.92125 4.00135
H 2.34248 0.12454 4.88066
H 0.15258 2.58581 2.29324
H 2.52614 -1.80893 1.93279
H 1.80093 -2.19182 3.51824
H 0.78088 -2.09999 2.06268

---

Entry from the OMol25 dataset: a structure of composition C38H40IN2O2RhS2 in a non-equilibrium geometry (ωB97M-V with the def2-TZVPD basis set).

Computed properties:
**Multiplicity**: 1
**Lowest unoccupied orbital energy (spin up / spin down)**: 3.9 / 3.9 eV
**Charge**: -2
**Kohn-Sham gap (spin up / spin down)**: 0.0822 / 0.0822 Eh

CARTESIAN COORDINATES (ANGSTROEM)
Rh -0.08195 -0.31866 -0.31049
C -2.88657 -1.38083 2.23805
C -2.64408 0.10728 2.51960
C -1.69208 0.22750 3.67852
C -2.20355 0.25865 4.96772
C -1.37857 0.16699 6.08162
C -0.03162 -0.09458 5.87649
C 0.52354 -0.13030 4.60354
C 1.92133 -0.69892 4.44771
C 1.89579 -1.98281 3.60858
C -0.29324 0.17059 3.47442
N 0.25122 0.33230 2.21815
C 1.36625 0.98578 2.12852
C 2.25197 0.82550 1.03559
C 3.57807 1.27556 0.87287
C 4.04423 0.67987 -0.29577
C 2.98515 -0.09198 -0.80382
N 1.92047 -0.00906 -0.00913
H -3.64674 -1.50812 1.46784
H -3.20715 -1.89368 3.15078
H -1.96441 -1.84003 1.87597
H -3.59257 0.59897 2.75989
H -2.22933 0.57482 1.62559
H -3.27874 0.34298 5.09704
H -1.78785 0.23495 7.08345
H 0.60888 -0.30867 6.72739
H 2.31223 -0.93274 5.44260
H 2.61521 0.00071 3.98150
H 1.22188 -2.71617 4.05515
H 2.89465 -2.41809 3.53339
H 1.54929 -1.77077 2.59569
H 1.66740 1.66162 2.94018
H 4.11585 1.93031 1.54550
H 5.02861 0.77595 -0.73263
H 2.96572 -0.69942 -1.69561
O 0.60382 0.28922 -2.66791
S -0.01124 -0.03623 -3.97363
C -0.43216 1.64873 -4.70871
C -0.08046 2.76665 -3.73461
C -1.24812 3.16186 -2.82659
C -0.83138 4.14365 -1.73354
S -0.42589 3.29769 -0.11805
O -0.30676 1.87204 -0.49422
C -1.99204 3.44001 0.72174
C -1.92295 3.40672 2.11491
C -3.07517 3.33534 2.87164
C -4.31738 3.30944 2.24705
C -4.38697 3.34115 0.85939
C -3.23728 3.40333 0.09565
C 1.40427 -0.45621 -4.99456
C 1.50498 -1.76678 -5.45685
C 2.71604 -2.26225 -5.90355
C 3.85136 -1.45940 -5.89021
C 3.75037 -0.14449 -5.44379
C 2.54336 0.35351 -4.99839
H -1.50549 1.60096 -4.90022
H 0.09653 1.73391 -5.65783
H 0.26943 3.64677 -4.28608
H 0.73772 2.41381 -3.09655
H -1.64051 2.24707 -2.36516
H -2.05548 3.59577 -3.42581
H -1.59661 4.88538 -1.50572
H 0.08962 4.66604 -1.99977
H -0.94883 3.39554 2.59084
H -3.01019 3.26610 3.94998
H -5.22402 3.24282 2.83414
H -5.34922 3.29096 0.36478
H -3.30303 3.38561 -0.98411
H 0.62283 -2.39591 -5.43834
H 2.79373 -3.28693 -6.24503
H 4.80910 -1.85635 -6.20045
H 4.63100 0.48726 -5.43198
H 2.46716 1.36738 -4.62371
C 0.03824 -2.16894 -0.20529
C 0.05832 -3.50596 -0.35815
C 0.36136 -4.38018 0.76779
C 0.44980 -5.73891 0.61389
C 0.23111 -6.35929 -0.63007
C -0.08962 -5.54326 -1.72864
C -0.18282 -4.17847 -1.62250
H 0.53949 -3.92617 1.73630
H 0.70394 -6.35102 1.47659
H 0.31247 -7.43614 -0.74048
H -0.26098 -6.01431 -2.69431
H -0.43245 -3.57222 -2.48682
I -2.51827 -0.51086 -1.45901

---

Entry from the OMol25 dataset: a cluster of 7 separate species, C18H50O7 in total in a non-equilibrium geometry (ωB97M-V with the def2-TZVPD basis set).

Computed properties:
**Multiplicity**: 1
**ΔE to the lowest compared entry with this formula, charge and spin**: 415.3 kJ/mol
**Lowest unoccupied orbital energy**: 0.2 eV
**SMILES string**: CC(C)O.CC(C)O.CC(C)O.CC(C)O.CCO.CCO.CCO
**Kohn-Sham gap**: 0.3760 Eh

CARTESIAN COORDINATES (ANGSTROEM)
C 0.75936 -3.24522 0.48091
C -0.70316 -2.93758 0.24886
C -1.53133 -4.19136 0.22721
O -1.16968 -2.18332 1.27582
H 1.20040 -3.90634 -0.26508
H 0.91562 -3.74612 1.43630
H 1.44782 -2.40888 0.35975
H -0.80929 -2.42684 -0.70821
H -1.56291 -4.75295 1.16087
H -1.28828 -4.88833 -0.57483
H -2.58078 -3.96130 0.04331
H -1.98238 -1.76038 0.98904
C 2.84270 4.01115 -0.41119
C 3.30923 2.66757 -0.86665
C 2.40608 1.92656 -1.86827
O 4.54741 2.89300 -1.53763
H 3.45805 4.50455 0.34114
H 1.84524 3.92074 0.01894
H 2.67476 4.68747 -1.24934
H 3.36961 2.00096 -0.00636
H 2.40344 2.52319 -2.78048
H 1.40813 1.76821 -1.45945
H 2.73678 0.93230 -2.16858
H 4.42446 3.51759 -2.25622
C -0.54063 8.52146 -6.90212
C -0.12288 8.53215 -5.44888
C -0.36627 7.22291 -4.86139
O 1.18933 9.09316 -5.39152
H -0.46257 9.45374 -7.46146
H -1.58989 8.27677 -7.06729
H -0.10019 7.64523 -7.37788
H -0.78233 9.27404 -4.99852
H 0.33250 6.52780 -5.32684
H -1.31182 6.69861 -4.99976
H -0.26890 7.23431 -3.77582
H 1.13492 10.04765 -5.30438
C -10.03320 2.64535 2.13130
C -10.61516 1.30016 1.77366
C -12.13069 1.34749 1.42580
O -9.92946 0.88492 0.60403
H -8.96495 2.44218 2.20653
H -10.32616 3.05421 3.09831
H -10.21026 3.38762 1.35299
H -10.37781 0.57750 2.55439
H -12.60197 1.07923 2.37133
H -12.42649 0.61477 0.67499
H -12.43334 2.36743 1.18865
H -10.32261 0.07187 0.27849
C -6.91571 8.16859 -1.04716
C -5.49343 8.66426 -1.41949
O -5.35754 9.10928 -2.73503
H -7.61986 9.00030 -1.06993
H -6.78377 7.79872 -0.03036
H -7.31811 7.40970 -1.71817
H -4.77558 7.84461 -1.45084
H -5.04820 9.29949 -0.65375
H -5.53904 10.04982 -2.79863
C 1.19051 -0.52319 -7.27274
C -0.32801 -0.23975 -6.81531
O -1.06202 -1.23292 -7.55268
H 1.44914 -1.58143 -7.23615
H 1.82551 0.09379 -6.63696
H 1.49629 -0.17603 -8.25970
H -0.53396 0.82853 -6.88211
H -0.33167 -0.48873 -5.75413
H -1.47593 -0.88990 -8.34805
C -4.42800 2.57559 -2.17396
C -4.10195 2.44956 -0.65768
O -4.69994 1.26833 -0.03778
H -3.71165 1.92326 -2.67338
H -4.25238 3.61027 -2.46840
H -5.48146 2.36488 -2.35814
H -4.51757 3.30045 -0.11791
H -3.01242 2.44083 -0.62677
H -5.64327 1.23071 -0.21191

---

Entry from the OMol25 dataset: a structure of composition C41H34FN3O2OsS (ωB97M-V with the def2-TZVPD basis set).

Computed properties:
**Multiplicity**: 5
**ΔE to the lowest compared entry with this formula, charge and spin**: 83.3 kJ/mol
**Lowest unoccupied orbital energy (spin up / spin down)**: -0.7 / -2.1 eV
**Kohn-Sham gap (spin up / spin down)**: 0.1778 / 0.2004 Eh
**⟨S²⟩**: 6.070

CARTESIAN COORDINATES (ANGSTROEM)
Os 0.02194 0.53182 -0.29411
C -0.99019 -2.91267 -2.79415
C -0.62351 -1.62241 -2.38997
N -0.48937 -1.29926 -1.12063
C -0.69972 -2.24155 -0.13453
C -1.09593 -3.54520 -0.46772
C -1.23074 -3.85916 -1.84031
C -1.34768 -4.47973 0.56428
C -1.21080 -4.08039 1.86129
C -0.79927 -2.77540 2.20385
C -0.50725 -1.83877 1.23240
N -0.07273 -0.53163 1.38470
C 0.26627 0.14639 2.54313
C 0.48539 -0.34348 3.82028
C 0.82526 0.52000 4.87783
C 0.95472 1.86922 4.69871
C 0.78584 2.40862 3.40415
C 0.94550 3.78689 3.10902
C 0.80645 4.23821 1.82735
C 0.51261 3.32569 0.80551
N 0.35568 2.03157 1.05180
C 0.47179 1.54885 2.34212
H -1.08916 -3.12841 -3.84873
H -0.45250 -0.82521 -3.10092
H -1.52793 -4.86409 -2.11944
H -1.65442 -5.48722 0.30979
H -1.42182 -4.77675 2.66450
H -0.74324 -2.52897 3.24994
H 0.44591 -1.39783 4.02953
H 0.98575 0.08971 5.85948
H 1.20604 2.52724 5.52167
H 1.18028 4.47157 3.91698
H 0.93211 5.28206 1.57584
H 0.40296 3.62854 -0.22706
S 3.12733 -0.94536 1.51657
C 3.68371 -0.29303 2.99521
C 3.99872 -1.12484 4.09009
C 4.41063 -0.57777 5.28923
C 4.51011 0.80547 5.42733
C 4.19879 1.64424 4.36105
C 3.79197 1.10463 3.15615
H 3.90572 -2.19694 3.96781
H 4.65451 -1.22386 6.12337
H 4.83011 1.23029 6.37104
H 4.27151 2.71923 4.47420
H 3.53841 1.74469 2.31909
F 3.71180 5.91177 -1.29115
C 3.25616 4.63897 -1.39814
C 2.23605 4.36267 -2.28500
C 1.76667 3.05871 -2.38101
C 2.30950 2.02946 -1.60449
C 1.76877 0.64777 -1.65051
C 3.35183 2.35703 -0.73221
C 3.82867 3.65638 -0.61807
H 1.81456 5.15995 -2.88459
H 0.94216 2.83803 -3.04864
H 2.51290 -0.07998 -1.33298
H 1.38081 0.38660 -2.63514
H 3.79499 1.56822 -0.13266
H 4.63916 3.90795 0.05560
C -4.98663 -2.76199 0.69453
C -4.37939 -1.57878 -0.01047
C -4.25374 -1.55664 -1.39650
C -3.66385 -0.48969 -2.06395
C -3.64383 -0.47342 -3.57235
C -3.13081 0.56648 -1.31187
C -3.32298 0.60604 0.07228
C -2.98865 1.82489 0.89804
C -3.93991 -0.47303 0.70135
C -2.30839 1.61751 -2.02743
O -2.78832 2.28896 -2.92254
O -1.06047 1.74927 -1.62822
H -5.61274 -3.34544 0.01849
H -5.59951 -2.44627 1.54012
H -4.20842 -3.42413 1.08126
H -4.64510 -2.38709 -1.97818
H -4.08703 -1.38983 -3.96510
H -2.63575 -0.38000 -3.97921
H -4.19804 0.38584 -3.94808
H -2.37545 2.54048 0.35401
H -2.47314 1.54786 1.82056
H -3.91521 2.33046 1.18273
H -4.08269 -0.43883 1.77911

---

Entry from the OMol25 dataset: a structure of composition C36H23F9N7O5Sn in a non-equilibrium geometry (ωB97M-V with the def2-TZVPD basis set).

Computed properties:
**Multiplicity**: 1
**ΔE to the lowest compared entry with this formula, charge and spin**: 35.7 kJ/mol
**Lowest unoccupied orbital energy**: 1.6 eV
**Charge**: -1
**Kohn-Sham gap**: 0.2459 Eh

CARTESIAN COORDINATES (ANGSTROEM)
Sn -0.35389 -0.26589 -0.75867
C 0.39831 -3.32599 2.76073
C -0.67769 -3.34609 3.64563
C -1.64739 -2.38489 3.51643
C -1.55099 -1.41889 2.48943
N -0.48139 -1.38289 1.68573
C 0.43941 -2.32459 1.81193
N -2.61349 -0.59179 2.39343
C -2.93589 0.21881 1.43553
N -2.28469 0.67551 0.34273
C -3.11389 1.50211 -0.35557
N -2.95629 2.22351 -1.41217
C -1.83239 2.45611 -2.13327
C -1.99559 3.26851 -3.27247
C -0.88829 3.68511 -3.97347
C 0.37331 3.30161 -3.53257
C 0.45011 2.46971 -2.43217
N -0.61249 2.04961 -1.76287
C -4.42289 1.55381 0.31533
C -5.61739 2.16541 -0.01027
C -6.69159 1.98011 0.84973
C -6.56309 1.21521 2.00303
C -5.36119 0.60041 2.32603
C -4.29709 0.78401 1.46783
H 1.17491 -4.07299 2.80303
H -0.75609 -4.10939 4.40983
H -2.51819 -2.36729 4.15303
H 1.26551 -2.25659 1.11223
H -2.99349 3.54161 -3.57117
H -0.99439 4.30851 -4.85027
H 1.26201 3.62581 -4.04827
H 1.39681 2.10411 -2.05817
H -5.69879 2.74731 -0.91407
H -7.65029 2.42641 0.62203
H -7.41579 1.09351 2.65753
H -5.24899 -0.01269 3.20673
O 7.71761 -2.64039 1.80313
C 6.61391 -2.95769 1.07633
O 6.62201 -3.93609 0.38043
C 5.46371 -2.02869 1.20263
C 4.59421 -1.88159 0.11703
C 3.51371 -1.03199 0.19263
C 3.23491 -0.34689 1.37993
C 4.10381 -0.49289 2.46763
C 5.21111 -1.31049 2.37163
N 2.16271 0.50571 1.40603
C 1.37931 0.61551 2.39303
C 0.32211 1.61471 2.41703
C -0.36049 1.87651 3.60823
C -1.29709 2.89371 3.62273
C -1.54179 3.58591 2.44893
C -0.84779 3.21191 1.30493
N 0.06681 2.26751 1.28723
H 7.60701 -1.79639 2.25623
H 4.80781 -2.41899 -0.79317
H 2.84841 -0.88349 -0.64327
H 3.91371 0.05221 3.38063
H 5.85301 -1.40599 3.23893
H 1.46061 -0.01409 3.28993
H -0.14709 1.29441 4.49553
H -1.82449 3.14311 4.53383
H -2.25519 4.39481 2.41863
H -1.03629 3.70621 0.36403
F 3.95931 -0.78559 -3.08577
C 3.06971 -0.79979 -4.07937
F 3.59711 -1.57789 -5.03707
F 3.04341 0.44171 -4.57867
C 1.66821 -1.23669 -3.55887
O 1.43301 -0.66129 -2.40747
C 0.63661 -0.86469 -4.66567
F -0.47779 -1.58679 -4.60207
F 1.13471 -1.05619 -5.90617
F 0.28421 0.41541 -4.60757
C 1.67441 -2.79189 -3.45357
F 1.56741 -3.40779 -4.64487
F 2.81241 -3.24139 -2.90437
F 0.68121 -3.23729 -2.69557
O -1.79249 -2.41119 -0.75567
C -2.46519 -1.94549 -1.68017
O -2.25399 -0.86509 -2.25567
H -3.34559 -2.54179 -2.02437